(1)
Here is a 2-piece molecular cluster, C29H37Cl2FIN2O5P overall from the OMol25 dataset. Energies are from the ωB97M-V functional and the def2-TZVPD basis.

Geometry as ORCA input:
```
! wB97M-V def2-TZVPD RIJCOSX def2/J DEFGRID3
* xyz 0 1
C -5.238 -1.576 2.150
O -4.580 -2.241 3.324
C -3.284 -2.683 2.776
C -2.185 -3.163 3.887
C -0.939 -2.138 4.147
C -0.286 -1.457 2.810
C -0.231 -2.195 1.321
F -0.751 -3.596 1.099
C 0.392 -1.470 -0.041
C 0.365 -2.244 -1.485
C -0.837 -1.528 -2.378
C -2.277 -1.426 -1.596
C -2.874 0.135 -1.543
N -3.144 0.624 -0.136
C -4.323 1.610 -0.099
C -4.232 3.108 0.631
O -5.538 1.306 -0.623
C 1.022 0.037 0.099
C 0.962 0.733 1.581
C 0.335 0.089 2.953
P 0.325 1.103 4.589
O -0.816 2.411 4.273
I 2.599 1.964 5.038
C 1.645 2.184 1.244
O 1.406 3.281 1.968
N 2.493 1.984 -0.019
C 2.791 3.216 -0.845
C 3.645 4.383 -0.070
C 3.059 5.903 -0.277
C 2.511 6.226 -1.790
C 1.859 6.296 0.806
C 1.743 1.038 -0.981
O 1.673 1.058 -2.318
H -4.736 -0.523 2.057
H -4.950 -2.162 1.151
H -6.406 -1.565 2.224
H -3.526 -3.643 2.108
H -2.927 -1.858 2.029
H -2.773 -3.294 4.916
H -1.748 -4.247 3.649
H -1.310 -1.291 4.890
H -0.120 -2.754 4.760
H 1.430 -2.142 -1.958
H 0.096 -3.371 -1.313
H -0.463 -0.419 -2.592
H -0.931 -2.031 -3.450
H -2.307 -1.959 -0.548
H -3.061 -2.017 -2.275
H -3.828 0.203 -2.257
H -2.097 0.907 -2.015
H -2.321 1.192 0.213
H -4.294 3.995 -0.163
H -3.288 3.224 1.323
H -5.172 3.277 1.343
H -1.573 1.930 3.785
H 3.454 2.889 -1.781
H 1.762 3.583 -1.298
H 3.746 4.120 1.081
H 4.763 4.394 -0.489
H 3.961 6.645 -0.080
H 2.764 5.411 -2.592
H 2.940 7.281 -2.143
H 1.342 6.299 -1.724
H 2.146 5.808 1.846
H 1.847 7.472 0.990
H 0.823 5.916 0.413
Cl 2.867 -4.334 -0.700
C 3.098 -4.914 -2.311
C 4.033 -4.253 -3.114
C 4.266 -4.683 -4.422
C 3.565 -5.776 -4.931
C 2.628 -6.437 -4.134
C 2.390 -6.008 -2.824
Cl 1.213 -6.869 -1.897
H 4.585 -3.401 -2.725
H 4.994 -4.166 -5.042
H 3.748 -6.114 -5.948
H 2.085 -7.287 -4.540
*
```

Values from the calculation:
- molecular weight (Da) = 741.41
- max |F| (eV/A) = 8.711
- SMILES = COCCCc1c(F)c(CCCCNC(C)=O)c2c(c1P(O)I)C(=O)N(CCC(C)C)C2=O.Clc1ccccc1Cl
- gap between HOMO and LUMO (eV) = 7.21

(2)
Here is a 3-piece molecular cluster, C29H38F3NO2PS overall from the OMol25 dataset. Energies are from the ωB97M-V functional and the def2-TZVPD basis.

Geometry as ORCA input:
```
! wB97M-V def2-TZVPD RIJCOSX def2/J DEFGRID3
* xyz 1 1
C 2.524 -0.723 2.972
C 2.923 -1.390 1.551
P 1.467 -1.932 0.489
C 2.260 -2.927 -0.947
C 0.555 -0.503 -0.353
C 1.274 0.137 -1.640
C 2.760 0.679 -1.416
C 2.831 2.054 -0.566
C 3.564 2.222 0.780
C 3.581 3.556 1.613
C 2.825 4.770 1.016
C 2.106 4.642 -0.378
C 2.086 3.298 -1.184
C -0.826 -1.158 -0.935
N -1.664 -1.798 0.127
C -2.076 -0.860 1.235
C -1.488 0.628 1.045
S -2.563 1.716 -0.055
O -2.844 3.015 0.675
O -1.890 2.080 -1.352
C -4.200 0.930 -0.479
F -4.979 0.809 0.690
F -4.881 1.853 -1.332
F -4.069 -0.269 -1.223
C 0.071 0.684 0.634
H 3.046 -1.209 3.865
H 1.385 -0.645 3.081
H 2.902 0.371 2.922
H 3.680 -0.700 1.051
H 3.508 -2.355 1.818
H 2.400 -4.003 -0.587
H 1.543 -2.844 -1.851
H 3.267 -2.456 -1.220
H 1.305 -0.677 -2.462
H 0.598 0.972 -2.034
H 3.152 0.974 -2.467
H 3.501 -0.114 -1.041
H 4.145 1.352 1.244
H 4.136 3.561 2.620
H 2.835 5.737 1.615
H 1.590 5.583 -0.768
H 1.543 3.268 -2.191
H -0.471 -2.014 -1.631
H -1.399 -0.431 -1.608
H -2.552 -2.095 -0.341
H -1.266 -2.660 0.540
H -1.616 -1.273 2.204
H -3.219 -0.872 1.412
H -1.557 1.124 2.089
H 0.665 0.782 1.601
H 0.214 1.687 0.072
C 4.493 -5.765 5.383
C 3.568 -4.795 5.756
C 2.759 -4.198 4.794
C 2.870 -4.578 3.459
C 3.793 -5.551 3.087
C 4.607 -6.141 4.048
H 5.126 -6.228 6.133
H 3.477 -4.504 6.797
H 2.042 -3.437 5.084
H 2.236 -4.115 2.709
H 3.878 -5.848 2.046
H 5.330 -6.895 3.757
C -5.584 2.707 -4.202
C -6.511 3.675 -3.830
C -7.329 4.262 -4.790
C -7.226 3.873 -6.123
C -6.301 2.903 -6.495
C -5.477 2.322 -5.536
H -4.945 2.253 -3.455
H -6.596 3.973 -2.789
H -8.047 5.021 -4.500
H -7.867 4.327 -6.871
H -6.222 2.599 -7.533
H -4.752 1.569 -5.827
*
```

Values from the calculation:
- molecular weight (Da) = 552.66
- max |F| (eV/A) = 7.662
- energy relative to the best compared isomer or geometry (same formula, charge and spin) (kJ/mol) = 0.0
- gap between HOMO and LUMO (eV) = 7.71

(3)
Here is a 7-piece molecular cluster, C29H38F6N6O19P2S2 overall from the OMol25 dataset. Energies are from the ωB97M-V functional and the def2-TZVPD basis.

Geometry as ORCA input:
```
! wB97M-V def2-TZVPD RIJCOSX def2/J DEFGRID3
* xyz 0 1
C -4.185 -4.632 -3.974
C -3.036 -3.897 -4.893
S -1.743 -2.950 -3.857
C -1.191 -4.214 -2.588
C -0.276 -3.619 -1.365
C -0.734 -2.505 -0.251
C -2.235 -1.820 -0.310
C -3.343 -2.624 0.650
N -4.757 -2.198 0.203
N -3.100 -2.348 2.122
N -3.080 -4.118 0.364
C 0.385 -2.109 0.928
P 0.008 -0.851 2.345
O -0.744 0.453 1.854
C 1.904 -2.801 0.984
P 3.193 -2.390 2.383
N 2.491 -2.744 3.834
C 2.439 -3.894 -0.147
N 3.789 -4.580 -0.222
S 3.590 -5.593 -1.673
N 1.924 -5.248 -2.179
C 1.278 -4.225 -1.258
H -4.749 -3.885 -3.253
H -3.760 -5.505 -3.286
H -5.035 -5.148 -4.628
H -2.432 -4.778 -5.425
H -3.490 -3.238 -5.757
H -2.078 -4.819 -2.081
H -0.547 -5.021 -3.179
H -2.715 -1.810 -1.385
H -2.261 -0.699 0.068
H -5.400 -2.924 0.635
H -4.842 -2.331 -0.838
H -2.972 -1.330 2.321
H -2.245 -2.884 2.398
H -3.819 -4.382 -0.324
H -3.210 -4.609 1.276
H -0.755 -1.604 3.349
H 1.209 -0.392 3.035
H 3.560 -0.996 2.376
H 4.334 -3.295 2.250
H 3.059 -3.509 4.305
O 6.375 -2.479 3.494
C 6.828 -1.838 2.560
O 7.187 -2.384 1.358
C 7.533 -1.303 0.516
C 7.891 -0.235 1.491
F 7.589 0.988 0.999
O 7.044 -0.493 2.588
H 6.672 -1.038 -0.106
H 8.369 -1.567 -0.138
H 8.936 -0.258 1.819
O 6.315 6.868 3.908
C 6.748 5.784 3.554
O 6.013 4.631 3.543
C 6.831 3.642 2.949
C 8.203 4.176 3.180
F 9.036 3.816 2.177
O 8.026 5.574 3.130
H 6.583 3.557 1.886
H 6.678 2.669 3.424
H 8.638 3.894 4.145
O -4.376 4.905 4.759
C -3.824 4.211 3.921
O -3.665 2.856 4.031
C -3.104 2.420 2.809
C -2.451 3.656 2.293
F -2.466 3.682 0.942
O -3.283 4.691 2.766
H -3.902 2.057 2.152
H -2.390 1.609 2.973
H -1.429 3.809 2.658
O 6.714 1.150 -1.461
C 7.130 2.297 -1.480
O 7.388 3.038 -0.359
C 7.972 4.246 -0.805
C 7.480 4.344 -2.208
F 8.387 4.967 -2.994
O 7.386 2.999 -2.619
H 9.062 4.166 -0.742
H 7.645 5.089 -0.190
H 6.504 4.829 -2.309
O -8.277 2.059 -1.889
C -7.849 2.485 -0.829
O -7.913 3.797 -0.448
C -7.437 3.851 0.882
C -6.594 2.625 0.973
F -6.611 2.119 2.226
O -7.244 1.713 0.117
H -8.287 3.832 1.572
H -6.863 4.765 1.056
H -5.559 2.767 0.642
O -8.100 -2.123 -6.838
C -7.772 -1.322 -5.978
O -8.422 -1.170 -4.784
C -7.659 -0.249 -4.029
C -6.919 0.499 -5.085
F -5.710 0.900 -4.633
O -6.719 -0.465 -6.093
H -6.995 -0.797 -3.353
H -8.307 0.401 -3.435
H -7.466 1.354 -5.496
*
```

Values from the calculation:
- molecular weight (Da) = 1014.72
- max |F| (eV/A) = 6.887
- SMILES = CCSCc1c(CC(N)(N)N)c([PH2]=O)c([PH2]=N)c2nsnc12.O=C1OC[C@@H](F)O1.O=C1OC[C@@H](F)O1.O=C1OC[C@@H](F)O1.O=C1OC[C@@H](F)O1.O=C1OC[C@@H](F)O1.O=C1OC[C@@H](F)O1
- energy relative to the best compared isomer or geometry (same formula, charge and spin) (kJ/mol) = 1204.7
- gap between HOMO and LUMO (eV) = 6.26

(4)
Here is C29H38N2O2P3Ru as an isolated structure from the OMol25 dataset. Energies are from the ωB97M-V functional and the def2-TZVPD basis.

Geometry as ORCA input:
```
! wB97M-V def2-TZVPD RIJCOSX def2/J DEFGRID3
* xyz 3 5
Ru 0.052 0.111 -1.000
P 2.114 -0.728 -1.099
C 2.260 -0.781 -2.948
C 1.026 -1.381 -3.504
N -0.100 -1.101 -2.832
C -1.297 -1.470 -3.315
C -1.371 -2.327 -4.412
C -0.205 -2.690 -5.070
C 1.012 -2.192 -4.638
C -2.513 -0.967 -2.594
P -1.982 0.584 -1.741
H 1.977 -2.433 -5.073
H -2.372 -2.661 -4.684
H -0.239 -3.359 -5.924
H -3.362 -0.761 -3.264
H -2.843 -1.694 -1.835
H 2.318 0.326 -3.211
H 3.150 -1.266 -3.348
H 1.331 2.553 -2.795
O 1.932 1.922 -3.354
H 2.179 2.335 -4.193
H 0.247 2.628 -1.127
O 0.295 3.229 -1.953
H 0.321 4.175 -1.714
C -2.049 1.730 -3.145
H -3.005 1.622 -3.673
H -1.917 2.747 -2.755
H -1.222 1.489 -3.825
C -3.333 0.956 -0.614
H -2.993 1.754 0.060
H -4.199 1.294 -1.201
H -3.588 0.069 -0.020
C 2.407 -2.423 -0.576
H 3.361 -2.769 -0.996
H 2.434 -2.399 0.522
H 1.569 -3.038 -0.929
C 3.623 0.137 -0.654
H 3.600 0.334 0.421
H 4.482 -0.504 -0.895
H 3.657 1.079 -1.215
N 0.346 1.454 0.231
P -0.061 0.522 1.542
C -1.410 -0.707 1.598
C -2.423 -0.669 2.573
C -3.424 -1.647 2.562
C -3.412 -2.678 1.615
C -2.395 -2.734 0.665
C -1.389 -1.764 0.664
C 1.397 -0.227 2.333
C 1.434 -1.559 2.785
C 2.583 -2.047 3.409
C 3.683 -1.213 3.615
C 3.642 0.122 3.202
C 2.503 0.612 2.557
C -0.527 1.812 2.742
C -0.535 1.555 4.125
C -0.780 2.597 5.021
C -0.994 3.895 4.546
C -1.002 4.155 3.171
C -0.792 3.104 2.265
H -2.419 0.111 3.337
H -4.224 -1.624 3.300
H -4.181 -3.456 1.605
H -2.331 -3.524 -0.079
H -0.581 -1.840 -0.112
H 0.572 -2.214 2.642
H 2.639 -3.091 3.723
H 4.584 -1.609 4.078
H 4.507 0.765 3.352
H 2.484 1.646 2.203
H -0.357 0.552 4.517
H -0.797 2.408 6.095
H -1.142 4.716 5.248
H -1.158 5.177 2.811
H -0.796 3.269 1.182
*
```

Values from the calculation:
- molecular weight (Da) = 640.63
- max |F| (eV/A) = 3.549
- energy relative to the best compared isomer or geometry (same formula, charge and spin) (kJ/mol) = 72.8
- gap between HOMO and LUMO (alpha / beta) (eV) = 8.04 / 3.52

(5)
Here is C29H38N4O2P2Pb as an isolated structure from the OMol25 dataset. Energies are from the ωB97M-V functional and the def2-TZVPD basis.

Geometry as ORCA input:
```
! wB97M-V def2-TZVPD RIJCOSX def2/J DEFGRID3
* xyz 2 1
Pb -0.590 -2.891 2.569
C -0.660 3.151 4.450
C -1.325 2.747 3.355
C -0.745 2.178 2.071
C 0.443 1.203 2.006
C 1.819 1.820 2.098
C 2.173 2.950 2.742
C 1.304 4.159 3.011
C 0.550 4.036 4.378
C 1.226 -3.018 3.792
H -0.986 2.830 5.466
H -2.320 2.349 3.550
H -0.512 2.987 1.380
H -1.600 1.651 1.628
H 0.358 0.396 2.744
H 0.315 0.717 1.022
H 2.604 1.335 1.530
H 3.174 3.003 3.175
H 0.564 4.346 2.213
H 1.972 5.039 3.139
H 1.226 3.664 5.167
H 0.247 5.070 4.665
H 1.028 -3.126 4.875
H 1.935 -2.163 3.481
H 1.512 -4.028 3.431
P 1.542 -1.452 -1.629
P -2.050 -0.957 -1.613
N 2.864 -0.292 -1.899
N 2.131 -2.673 -2.833
N -2.038 0.847 -1.993
N -3.644 -1.268 -2.341
C 0.392 -0.610 -2.807
C -0.922 -1.417 -3.005
C 3.792 0.110 -0.928
C 4.695 0.995 -1.515
C 4.345 1.098 -2.904
C 3.219 0.315 -3.107
C 2.529 -3.969 -2.469
C 2.921 -4.645 -3.617
C 2.783 -3.749 -4.716
C 2.288 -2.549 -4.217
C -1.655 1.774 -1.014
C -1.624 3.053 -1.559
C -1.918 2.917 -2.948
C -2.070 1.548 -3.208
C -4.354 -0.557 -3.319
C -5.408 -1.342 -3.777
C -5.342 -2.592 -3.078
C -4.265 -2.529 -2.208
H 0.857 -0.461 -3.791
H 0.206 0.398 -2.389
H -1.415 -1.152 -3.964
H -0.731 -2.514 -2.950
H 3.697 -0.241 0.089
H 5.514 1.483 -1.014
H 4.837 1.679 -3.672
H 2.626 0.185 -4.007
H 2.463 -4.275 -1.439
H 3.286 -5.663 -3.655
H 3.021 -3.929 -5.753
H 2.006 -1.652 -4.749
H -1.424 1.412 -0.040
H -1.433 3.971 -1.012
H -2.021 3.710 -3.674
H -2.215 1.032 -4.143
H -4.098 0.458 -3.558
H -6.102 -1.061 -4.548
H -6.023 -3.420 -3.198
H -3.882 -3.236 -1.492
C -1.491 -1.214 7.059
O -1.179 -0.661 5.675
C -1.364 -1.378 4.565
O -2.424 -1.921 4.234
H -1.432 -2.312 7.011
H -2.501 -0.899 7.465
H -0.701 -0.803 7.716
*
```

Values from the calculation:
- molecular weight (Da) = 743.80
- max |F| (eV/A) = 4.415
- energy relative to the best compared isomer or geometry (same formula, charge and spin) (kJ/mol) = 369.9
- gap between HOMO and LUMO (alpha / beta) (eV) = 2.76 / 4.24

(6)
Here is C29H39As2CrN2O7S2Se2Si as an isolated structure from the OMol25 dataset. Energies are from the ωB97M-V functional and the def2-TZVPD basis.

Geometry as ORCA input:
```
! wB97M-V def2-TZVPD RIJCOSX def2/J DEFGRID3
* xyz -2 2
Cr 0.704 0.704 0.069
O 0.853 -1.158 5.102
C -0.232 -0.366 5.086
C -1.048 -0.356 6.219
C -2.179 0.438 6.263
C -2.520 1.241 5.180
C -1.713 1.232 4.056
C -0.571 0.438 3.986
C 0.229 0.463 2.735
O -0.190 1.173 1.767
N 1.321 -0.280 2.716
N 1.978 -0.161 1.500
C 3.169 -0.600 1.465
S 4.184 -0.323 0.077
C 5.280 -1.701 0.498
C 5.515 -1.662 1.998
S 3.907 -1.467 2.816
H 1.309 -1.024 4.226
H -0.765 -0.986 7.054
H -2.800 0.431 7.152
H -3.402 1.868 5.214
H -1.935 1.848 3.195
H 6.208 -1.569 -0.059
H 4.817 -2.646 0.205
H 6.162 -0.826 2.265
H 5.957 -2.591 2.360
C -2.062 3.709 -1.022
As -0.989 2.088 -1.290
C -0.048 2.828 -2.815
C -2.366 0.952 -2.115
C -2.363 0.814 -3.500
C -3.260 -0.014 -4.156
C -4.185 -0.730 -3.417
C -4.203 -0.602 -2.036
C -3.313 0.231 -1.357
As -3.323 0.153 0.631
C -5.037 -0.817 0.856
C -4.144 1.876 1.135
H -2.572 3.911 -1.967
H -1.353 4.492 -0.774
H -2.789 3.626 -0.231
H -0.744 3.231 -3.554
H 0.593 2.061 -3.238
H 0.576 3.629 -2.414
H -1.615 1.338 -4.086
H -3.216 -0.114 -5.234
H -4.884 -1.400 -3.905
H -4.927 -1.188 -1.483
H -4.931 -1.868 0.588
H -5.857 -0.372 0.290
H -5.265 -0.764 1.922
H -4.766 2.287 0.340
H -3.368 2.584 1.413
H -4.759 1.681 2.016
Se 1.350 -0.566 -2.217
C 2.974 -0.264 -3.194
C 4.037 -1.165 -3.078
C 5.194 -1.032 -3.832
C 5.328 0.017 -4.732
C 4.281 0.918 -4.868
C 3.125 0.777 -4.115
H 3.932 -2.000 -2.394
H 5.995 -1.754 -3.715
H 6.234 0.130 -5.317
H 4.364 1.744 -5.566
H 2.319 1.485 -4.249
O 2.992 3.744 1.525
Se 1.965 3.694 0.282
O 2.443 4.548 -1.009
O 1.975 2.038 -0.239
O 0.414 3.991 0.666
C -1.569 -2.978 1.561
Si -0.478 -2.437 0.113
C -1.325 -3.059 -1.453
C 1.157 -3.341 0.379
O -0.352 -0.829 0.131
H -1.700 -4.065 1.556
H -2.559 -2.514 1.515
H -1.115 -2.693 2.515
H -1.100 -4.116 -1.622
H -0.987 -2.493 -2.323
H -2.411 -2.949 -1.376
H 0.991 -4.424 0.393
H 1.595 -3.054 1.338
H 1.862 -3.095 -0.417
*
```

Values from the calculation:
- molecular weight (Da) = 979.62
- max |F| (eV/A) = 0.508
- energy relative to the best compared isomer or geometry (same formula, charge and spin) (kJ/mol) = 17.6
- gap between HOMO and LUMO (alpha / beta) (eV) = 6.02 / 5.93